Model a:
Computed, not measured: a cluster of 17 separate species, H35O17 in total, with ωB97M-V/def2-TZVPD.

The net charge is +1. The orbital gap is 8.99 eV. As for the lowest unoccupied orbital energy: -3.848 eV. The value obtained for the molecular weight is 307.3 Da. The calculation puts the HOMO energy at -12.8 eV.

Last column: natural (NBO) charge in e.
Atoms and positions in Å:
H -2.249 -3.673 -1.692  0.57
O 2.022 -2.398 -0.064  -0.97
O -0.104 -1.442 -1.451  -1.01
H -0.903 1.579 -3.803  0.47
H 0.331 1.603 -1.148  0.50
H -0.165 -0.709 -2.030  0.53
O -1.906 -2.881 -0.328  -1.02
O 2.681 -1.277 -3.399  -0.97
O 1.142 1.807 3.316  -1.01
H 1.897 -3.208 0.347  0.49
H 1.974 2.070 3.788  0.48
O -1.440 4.422 1.537  -0.97
H 1.460 -0.204 1.025  0.50
H 1.147 1.838 0.332  0.50
O 4.236 0.149 -1.006  -0.96
H -1.850 2.745 -3.771  0.46
H -2.353 -3.405 -3.164  0.55
H -3.924 -0.445 -0.149  0.50
O 2.060 0.449 1.011  -0.99
H 2.567 -2.741 -0.764  0.48
O 1.502 -4.214 1.686  -0.98
H 3.574 -0.275 -1.297  0.47
H -0.787 -3.043 -2.362  0.59
H 2.252 -1.481 -4.208  0.48
O 0.852 2.662 -0.185  -0.98
O -2.962 -0.158 -0.037  -0.99
H -2.789 -0.618 4.307  0.49
H 1.373 -5.098 1.279  0.49
H -1.128 4.090 2.456  0.49
H 1.535 0.942 -1.957  0.46
H 4.853 0.629 -1.467  0.50
H -0.791 1.873 4.452  0.48
O -2.044 -1.328 4.107  -0.96
H -0.839 0.984 5.613  0.46
H 0.178 3.084 0.533  0.51
H -1.478 -1.961 -0.417  0.54
H -2.754 3.727 -1.559  0.47
H -1.836 -1.615 5.150  0.47
H -1.650 -3.133 0.536  0.50
O -1.188 2.372 -4.051  -0.94
H -0.999 5.315 1.467  0.49
O -1.403 1.518 5.132  -0.95
H 1.440 1.132 2.568  0.50
H -2.346 4.386 -2.658  0.46
O -3.003 3.733 -2.557  -0.93
H -2.821 0.697 0.422  0.50
H 1.040 -4.168 2.591  0.51
O 0.503 0.906 -1.840  -1.02
O -1.554 -3.830 -2.410  -0.82
H 0.672 -1.571 -0.945  0.52
H 2.883 0.465 0.523  0.54
H 3.093 -0.297 -3.462  0.48

***

Model b:
Computed, not measured: a structure of composition H35O17, with ωB97M-V/def2-TZVPD.

The net charge is +1. The orbital gap is 10.86 eV. As for the lowest unoccupied orbital energy: -2.748 eV. The value obtained for the molecular weight is 307.3 Da. The calculation puts the HOMO energy at -13.6 eV.

Last column: natural (NBO) charge in e.
Atoms and positions in Å:
O -4.471 -0.933 -0.028  -1.00
H 0.356 -1.785 0.085  0.47
H 0.277 -0.330 -1.279  0.48
H -1.966 1.705 0.652  0.53
H 2.835 -0.728 -0.998  0.48
H -0.760 3.170 0.052  0.54
O -0.568 2.306 2.509  -0.97
H 4.872 0.382 2.239  0.52
H -2.361 2.463 -2.497  0.49
O -1.452 -4.355 -0.947  -0.95
H -2.570 0.787 1.846  0.48
O 1.994 2.561 2.715  -1.02
H 2.589 4.562 -0.276  0.48
H -3.404 0.816 0.931  0.52
H -4.217 -1.105 -0.972  0.50
O -1.029 0.233 -4.975  -0.96
H 0.401 -0.192 -2.830  0.48
O 2.484 -1.359 -0.545  -0.97
O -1.054 2.184 -0.145  -1.02
H 3.445 1.807 -2.004  0.49
O -1.239 -0.097 0.331  -0.98
O 2.820 1.023 -1.513  -0.99
O 2.508 3.635 -0.055  -0.98
O -0.258 -0.311 -2.083  -0.97
H -0.847 -0.097 -4.133  0.47
O -0.050 -2.552 0.444  -0.97
O -0.882 -2.373 4.103  -0.96
H 2.206 -4.446 -0.954  0.47
H 2.525 1.619 2.752  0.54
H -1.655 1.790 -1.073  0.54
H 2.565 1.800 -0.977  0.50
H 2.271 3.752 0.949  0.50
H 0.805 -4.213 -0.878  0.49
H 0.220 2.919 2.799  0.51
H -1.520 1.348 -3.019  0.51
H -1.434 -1.596 4.080  0.48
O -1.516 2.021 -2.398  -0.85
H 3.306 -0.260 1.602  0.53
H -0.327 0.185 0.476  0.47
H -1.224 -3.088 4.646  0.49
O -2.875 1.468 1.476  -0.78
H -1.133 -1.099 0.341  0.50
H 2.266 -2.070 -0.997  0.49
O 1.598 -3.822 -1.298  -0.96
H -0.069 1.585 2.145  0.45
H -1.038 -3.481 -0.704  0.48
H 0.669 -2.921 1.063  0.52
H -5.264 -1.408 0.270  0.50
H -2.098 -4.317 -0.324  0.46
O 3.888 0.336 2.308  -1.02
H -1.211 -0.325 -5.659  0.49
H 2.301 3.056 3.446  0.48

***

The relative energies come out as model a 20.4; model b 0.0, with values in kcal/mol.

***

Model a:
Computed, not measured: an isolated molecule of C19H28N2O4S, with ωB97M-V/def2-TZVPD.

The net charge is 0. The orbital gap is 9.53 eV. As for the SMILES: COc1ccc(S(=O)(=O)N2CCCCC2)cc1C(=O)N1CCCCCC1. As for the lowest unoccupied orbital energy: 0.600 eV. The value obtained for the molecular weight is 380.5 Da. The calculation puts the HOMO energy at -8.9 eV.

Last column: natural (NBO) charge in e.
Atoms and positions in Å:
H -2.044 0.939 3.955  0.20
C 4.787 1.079 -2.448  -0.40
C 3.336 1.228 -1.996  -0.40
N 3.454 -0.945 -0.923  -0.68
H 5.504 -0.731 -0.488  0.18
H 6.176 -0.530 -2.861  0.22
H -1.433 2.302 -0.700  0.21
C -3.524 2.045 2.837  -0.41
H -2.864 3.614 0.728  0.19
C -4.174 2.078 1.452  -0.40
C -2.725 0.769 3.112  -0.22
H -3.900 -2.514 0.514  0.22
C -2.008 -1.026 1.685  0.67
H -1.009 2.118 1.823  0.20
H -0.323 0.844 0.811  0.22
H 2.057 0.473 -0.412  0.21
C -1.124 -1.485 0.556  -0.15
O 3.461 -3.244 0.092  -0.93
H -0.954 -2.692 -2.595  0.23
C 5.127 -0.402 -2.593  -0.40
H 5.446 1.531 -1.704  0.20
H -4.297 2.109 3.605  0.22
C 0.749 -2.375 -1.333  -0.15
O -2.814 -1.973 -1.177  -0.49
S 2.900 -1.945 0.310  2.32
H 1.488 -2.709 -2.043  0.24
N -1.967 0.295 1.970  -0.44
H -2.888 2.925 2.952  0.19
H 3.708 0.867 0.111  0.19
O -2.660 -1.821 2.341  -0.63
C 4.847 -1.125 -1.279  -0.23
H -5.066 2.706 1.501  0.21
H -4.797 -2.029 -0.951  0.20
C -3.256 2.657 0.374  -0.39
H -3.847 2.860 -0.522  0.21
H -2.459 0.881 -0.559  0.20
C -0.592 -2.364 -1.634  -0.24
H 2.672 0.836 -2.768  0.20
C 3.109 0.442 -0.708  -0.23
H 5.013 -2.199 -1.365  0.24
C -1.550 -1.934 -0.701  0.34
H 4.940 1.597 -3.396  0.21
H 4.511 -0.842 -3.379  0.20
C 1.158 -1.957 -0.078  -0.37
H -4.005 -0.797 0.058  0.17
O 3.085 -1.327 1.596  -0.95
H 0.597 -1.218 1.822  0.25
C -1.258 1.274 1.176  -0.22
H -4.498 1.074 1.174  0.20
C -3.930 -1.818 -0.326  -0.26
H 3.092 2.279 -1.830  0.21
H -3.400 -0.047 3.384  0.24
C -2.088 1.754 -0.019  -0.40
C 0.239 -1.525 0.850  -0.17

***

Model b:
Computed, not measured: an isolated molecule of C19H28N2O4S, with ωB97M-V/def2-TZVPD.

The net charge is 0. The orbital gap is 9.41 eV. As for the SMILES: COc1ccc(S(=O)(=O)N(C)CC(=O)NCCC2=CCCCC2)cc1C. As for the lowest unoccupied orbital energy: 0.570 eV. The value obtained for the molecular weight is 380.5 Da. The calculation puts the HOMO energy at -8.8 eV.

Last column: natural (NBO) charge in e.
Atoms and positions in Å:
C -0.933 2.650 -0.545  -0.63
H -4.529 -0.499 3.581  0.19
C -3.150 -2.048 4.132  -0.39
H -1.049 -1.816 3.680  0.22
H 5.219 0.040 -0.940  0.20
H 4.419 -2.009 0.393  0.23
S 2.719 -0.659 -2.304  2.32
H -3.069 -3.133 4.033  0.20
O 1.749 -1.720 -2.413  -0.97
H -0.691 3.552 0.014  0.23
C -0.020 5.408 -3.475  -0.25
H -1.199 -1.030 0.044  0.20
H 0.997 5.804 -3.402  0.18
C 4.271 0.323 -0.469  -0.42
H 0.199 -2.895 2.027  0.23
C 0.158 2.341 -1.519  -0.08
H -5.435 -1.558 1.609  0.21
C -0.931 -1.310 1.066  -0.43
C 3.460 -1.976 -0.127  -0.32
C -3.339 -1.816 1.335  -0.19
C 2.336 -2.286 0.872  0.67
H -0.666 -3.395 0.552  0.20
N 3.236 -0.656 -0.704  -0.67
H 1.743 3.731 -4.202  0.22
H -4.818 -3.136 2.082  0.21
H -0.193 5.026 -4.485  0.18
C 1.871 0.904 -2.394  -0.39
C 2.188 1.821 -3.371  -0.16
H 4.413 0.442 0.604  0.22
H -1.081 1.826 0.146  0.22
H 2.975 1.592 -4.071  0.24
H -5.313 -1.980 4.140  0.21
C -4.482 -1.589 3.550  -0.39
O 3.819 -0.673 -3.227  -0.94
C -2.005 -1.382 3.377  -0.44
N 1.139 -2.397 0.278  -0.63
C 0.477 3.284 -2.518  0.40
H -1.968 -0.317 3.631  0.21
C -4.601 -2.062 2.104  -0.43
H 3.938 1.269 -0.893  0.22
H -1.863 2.842 -1.078  0.23
O 2.532 -2.408 2.064  -0.63
H 1.090 -2.252 -0.726  0.43
H -0.323 -0.515 1.506  0.21
C -0.085 -2.593 1.017  -0.22
H 0.655 0.415 -0.722  0.23
C -2.172 -1.517 1.889  0.02
H -3.419 -1.913 0.260  0.20
C 1.491 3.018 -3.435  -0.32
H 3.456 -2.729 -0.921  0.23
H -0.731 6.205 -3.265  0.20
C 0.867 1.157 -1.474  -0.12
O -0.262 4.420 -2.500  -0.50
H -3.092 -1.800 5.194  0.21

***

The relative energies come out as model a 0.0; model b 4.0, with values in kcal/mol.

***

Model a:
Computed, not measured: a cluster of 4 separate species, C3H13O5 in total, with ωB97M-V/def2-TZVPD.

The net charge is -1. The orbital gap is 8.42 eV. As for the lowest unoccupied orbital energy: 3.642 eV. The value obtained for the molecular weight is 129.1 Da. The calculation puts the HOMO energy at -4.8 eV.

Last column: natural (NBO) charge in e.
Atoms and positions in Å:
H -0.451 -2.148 -0.566  0.23
C 1.075 -1.272 0.728  -0.07
O 0.232 -1.212 -2.912  -0.74
H 1.901 -1.867 1.272  0.15
H -1.672 1.562 0.086  0.50
H 0.620 0.114 -1.495  0.17
H -0.700 -0.957 -2.787  0.46
H -1.550 3.026 0.320  0.46
H 1.167 -2.872 -0.965  0.19
C 0.691 -1.914 -0.736  -0.44
H 1.241 -0.155 0.643  0.17
H -0.748 -0.685 1.524  0.52
H 0.665 2.926 0.887  0.44
H -1.768 0.940 1.848  0.46
O -1.061 0.707 1.274  -1.13
H 1.961 -1.000 -2.156  0.16
C 0.926 -0.810 -1.747  -0.08
H -0.236 1.867 1.668  0.51
O -0.162 -1.646 1.335  -0.85
O 0.130 2.927 1.641  -1.06
O -2.261 2.468 0.136  -1.03

***

Model b:
Computed, not measured: a structure of composition C3H13O5, with ωB97M-V/def2-TZVPD.

The net charge is -1. The orbital gap is 8.26 eV. As for the lowest unoccupied orbital energy: 3.750 eV. The value obtained for the molecular weight is 129.1 Da. The calculation puts the HOMO energy at -4.5 eV.

Last column: natural (NBO) charge in e.
Atoms and positions in Å:
H -0.173 2.355 -1.443  0.14
H 1.975 1.984 -0.854  0.19
O 2.671 -0.290 0.185  -0.75
H 0.537 -2.189 0.725  0.47
O -1.105 1.231 -0.157  -0.89
H -0.373 -1.418 -0.412  0.51
H -1.283 0.348 0.673  0.50
H -2.477 -0.741 1.775  0.45
O -2.477 -1.137 -1.186  -1.02
H 2.175 1.017 1.725  0.15
H -1.997 -0.560 -1.779  0.46
C 1.310 1.654 -0.009  -0.44
H 2.363 -1.158 -0.078  0.49
H -2.307 -0.854 -0.229  0.51
H 1.145 2.562 0.536  0.18
O -1.630 -0.665 1.311  -1.16
C 1.734 0.455 0.888  -0.09
C 0.044 1.453 -0.905  -0.04
H 0.806 -0.059 1.188  0.21
H 0.166 0.665 -1.662  0.11
O 0.150 -2.176 -0.149  -0.98

***

The relative energies come out as model a 24.0; model b 0.0, with values in kcal/mol.

***

Model a:
Computed, not measured: a cluster of 2 separate species, C4H11N2S in total, with ωB97M-V/def2-TZVPD.

The net charge is -1. The orbital gap is 7.01 eV. As for the lowest unoccupied orbital energy: 4.049 eV. The value obtained for the molecular weight is 119.2 Da. The calculation puts the HOMO energy at -3.0 eV.

Last column: natural (NBO) charge in e.
Atoms and positions in Å:
S 1.841 -1.196 -0.640  -0.70
C -3.165 -0.183 -1.171  -0.62
H -3.529 0.348 -2.038  0.19
N 1.387 0.440 2.069  -0.87
H 1.424 -0.554 1.840  0.38
C 1.284 1.127 0.784  -0.23
H -0.372 -1.608 -0.229  0.43
H -1.838 -1.486 0.721  0.36
H 0.253 1.027 0.439  0.18
H 3.236 0.680 -0.028  0.17
H 2.031 1.170 -1.204  0.18
H -1.316 -0.698 -2.045  0.20
C 2.185 0.561 -0.306  -0.53
H 2.258 0.691 2.523  0.33
H 1.482 2.195 0.935  0.16
C -1.960 -0.770 -1.173  0.05
H -3.805 -0.231 -0.293  0.17
N -1.397 -1.513 -0.183  -0.85

***

Model b:
Computed, not measured: the ion C4H11N2S with charge -1, with ωB97M-V/def2-TZVPD.

The net charge is -1. The orbital gap is 6.16 eV. As for the SMILES: C[C@H](C[S-])NCN. As for the lowest unoccupied orbital energy: 3.765 eV. The value obtained for the molecular weight is 119.2 Da. The calculation puts the HOMO energy at -2.4 eV.

Last column: natural (NBO) charge in e.
Atoms and positions in Å:
H -1.278 -1.267 1.140  0.17
H -0.240 0.662 1.907  0.19
H -1.784 -0.360 -2.558  0.35
H 0.157 -1.651 0.093  0.16
C -0.183 -1.205 1.038  -0.55
H 0.603 0.821 -1.800  0.17
C -0.447 0.761 -1.469  -0.05
H 2.045 0.054 -0.057  0.19
N -0.581 1.051 -0.055  -0.64
H -1.135 -1.175 -1.197  0.38
S 0.547 -2.107 2.431  -0.71
H -0.969 1.577 -1.987  0.16
H 1.847 1.595 0.862  0.19
C 0.161 0.282 0.968  -0.07
N -0.987 -0.527 -1.964  -0.90
C 1.646 0.515 0.846  -0.64
H 2.170 0.010 1.659  0.25
H -1.572 0.965 0.142  0.34

***

Model c:
Computed, not measured: the ion C4H11N2S with charge -1, with ωB97M-V/def2-TZVPD.

The net charge is -1. The orbital gap is 6.03 eV. As for the SMILES: NCNCCC[S-]. As for the lowest unoccupied orbital energy: 3.759 eV. The value obtained for the molecular weight is 119.2 Da. The calculation puts the HOMO energy at -2.3 eV.

Last column: natural (NBO) charge in e.
Atoms and positions in Å:
C -0.817 -0.834 -0.434  -0.22
H 0.541 -1.377 1.805  0.16
S 1.116 1.682 -3.162  -0.72
H -0.840 -0.658 -2.542  0.19
C -0.598 0.020 -1.720  -0.40
H 1.352 0.028 1.076  0.17
H 0.490 1.323 2.840  0.35
H -0.978 0.835 0.618  0.35
C 0.470 -0.301 1.634  -0.04
H -1.299 0.851 -1.649  0.19
H -0.420 0.047 3.387  0.35
N -0.734 -0.122 0.837  -0.68
H -0.231 -1.756 -0.500  0.18
C 0.845 0.501 -1.822  -0.53
H 1.019 1.024 -0.873  0.16
H -1.847 -1.220 -0.502  0.16
N 0.431 0.321 2.939  -0.84
H 1.501 -0.365 -1.930  0.17

***

The relative energies come out as model a 0.0; model b 4.0; model c 7.7, with values in kcal/mol.